1.
This record from OMol25 describes a cluster of 2 separate species, C7H14N2 in total. The level of theory is wB97M-V/def2-TZVPD.

Geometry as ORCA input:
```
! RIJCOSX wB97M-V def2-TZVPD def2/J DEFGRID3
* xyz 1 2
C 2.1906 -0.6663 1.0095
C -0.2271 -1.5437 0.7025
C 1.0487 -1.1335 0.2881
C -0.0801 -1.5122 -1.4969
N -0.9118 -1.8896 -0.3748
N 1.1028 -1.1852 -1.1148
H -0.7397 -1.6103 1.6499
H -1.8817 -2.1358 -0.4867
H 2.2607 0.4174 0.9000
H 3.1826 -1.1082 0.8403
H -0.4422 -1.8050 -2.4706
H 2.1784 -1.0298 2.0519
C -0.5627 1.7402 0.3516
C -1.2871 2.6071 1.3528
C -0.7894 2.2398 -1.0971
H 0.4989 1.8467 0.5751
H -0.9892 0.7258 0.4275
H -2.3846 2.5993 1.2722
H -1.5988 2.9644 -1.1999
H -1.0672 3.6732 1.2720
H -1.1555 2.3356 2.4043
H 0.1221 2.6949 -1.4779
H -1.1338 1.4381 -1.7591
*
```

Calculated values
Highest occupied orbital energy (spin up / spin down) in eV: -14.689 / -14.795
Energy above the lowest of the compared OMol25 structures with the same formula, charge and spin in eV: 0.749
HOMO-LUMO gap (spin up / spin down) in Eh: 0.4043 / 0.2564


2.
This record from OMol25 describes a structure of composition C40H33F6GeN6O4PSr. The level of theory is wB97M-V/def2-TZVPD.

Geometry as ORCA input:
```
! RIJCOSX wB97M-V def2-TZVPD def2/J DEFGRID3
* xyz 0 1
Sr -0.0364 0.4348 -1.0137
O -2.6148 -3.3772 0.7460
C -1.8456 -2.5874 0.2632
O -1.7483 -1.3264 0.6204
C -0.7432 -3.0896 -0.6646
C -0.6375 -4.4597 -0.8269
C 0.4970 -4.9823 -1.4244
C 1.5007 -4.1125 -1.8497
C 1.3056 -2.7382 -1.7157
N 0.1989 -2.2521 -1.1273
C 2.4657 -1.7845 -2.0771
O 3.4601 -2.2838 -2.6122
O 2.2108 -0.5832 -1.7644
H -1.3992 -5.0896 -0.3866
H 0.6558 -6.0484 -1.4643
H 2.4563 -4.4627 -2.2129
C 2.9640 2.3149 -0.0679
N 1.8958 2.6461 -1.0333
C 2.2048 2.9045 -2.4297
C 1.9248 1.7715 -3.3952
N 0.8164 1.0844 -3.4773
C 1.0478 0.1460 -4.4765
C 0.2001 -0.7926 -5.0494
C 0.6563 -1.5539 -6.1100
C 1.9276 -1.3298 -6.6617
C 2.8118 -0.4330 -6.1029
C 2.3313 0.3102 -5.0071
N 2.8651 1.3495 -4.2449
C 2.9670 0.8511 0.3737
N 1.9816 0.2433 1.0103
C 2.4741 -1.0417 1.2757
C 1.9112 -2.0670 2.0318
C 2.6956 -3.1808 2.2771
C 3.9985 -3.2928 1.7913
C 4.5442 -2.2823 1.0195
C 3.7514 -1.1664 0.7931
N 4.0566 0.0691 0.2659
H 2.8005 2.9363 0.8162
H 3.9717 2.5672 -0.4271
H 1.3225 3.3549 -0.6332
H 3.2605 3.2422 -2.5033
H 1.5721 3.7269 -2.7651
H -0.7936 -0.9219 -4.6718
H 0.0417 -2.3477 -6.5091
H 2.2894 -1.9310 -7.4791
H 3.8617 -0.3523 -6.4229
H 3.7415 1.8539 -4.3451
H 0.9179 -1.9859 2.4488
H 2.3022 -3.9409 2.9116
H 4.5581 -4.1789 2.0334
H 5.5649 -2.3873 0.6414
H 4.8616 0.2851 -0.3054
F -2.8398 0.7165 -2.0107
P -2.9089 2.2960 -2.3859
F -3.7431 2.5179 -1.0092
F -1.9736 2.0678 -3.6923
F -1.4190 2.4653 -1.4324
F -2.8036 3.8545 -2.6206
F -4.2684 2.1314 -3.2063
C -4.2339 -1.7514 2.5050
Ge -2.6609 -0.7304 2.1652
C -1.5776 -0.7829 3.8556
C -2.2156 -1.4549 4.9183
C -1.7240 -1.3523 6.2230
C -0.6041 -0.5970 6.4917
C 0.0956 -0.0435 5.4207
C -0.3901 -0.1150 4.1173
C -3.1870 1.1370 1.6870
C -4.5497 1.3119 1.6852
C -5.1038 2.5977 1.5712
C -4.3070 3.6911 1.5219
C -2.9154 3.5683 1.4783
C -2.0678 4.6941 1.4571
C -0.6931 4.5474 1.4634
C -0.1317 3.2806 1.5751
C -0.9537 2.1743 1.5772
C -2.3537 2.2627 1.5719
H -4.8773 -1.3027 3.2690
H -3.9757 -2.7493 2.7882
H -4.8240 -1.8571 1.5654
H -3.0681 -2.0601 4.7347
H -2.2490 -1.8554 7.0172
H -0.2591 -0.5904 7.5061
H 1.0269 0.5183 5.5483
H 0.2048 0.3337 3.3191
H -5.2292 0.5019 1.7544
H -6.1745 2.6873 1.6511
H -4.7854 4.6669 1.5638
H -2.5398 5.6938 1.3907
H -0.1202 5.4889 1.4537
H 0.9396 3.1312 1.7489
H -0.5641 1.1780 1.7001
*
```

Calculated values
Highest occupied orbital energy in eV: -8.424
Energy above the lowest of the compared OMol25 structures with the same formula, charge and spin in eV: 0.000
HOMO-LUMO gap in Eh: 0.3129


3.
This record from OMol25 describes a structure of composition C4H7ClN2. The level of theory is wB97M-V/def2-TZVPD.

Geometry as ORCA input:
```
! RIJCOSX wB97M-V def2-TZVPD def2/J DEFGRID3
* xyz 0 1
C 0.3455 -0.5410 -0.2754
C -0.1545 0.9040 -0.4125
C -0.6205 -1.7080 -0.4010
C -0.4860 2.0301 0.4777
N 1.0107 -0.1360 -1.5091
N 0.4887 0.9922 -1.6507
Cl -2.8003 0.4207 -0.9608
H 1.1176 -0.6458 0.4858
H -1.3899 -1.6486 0.2655
H 0.0329 -2.6586 -0.3494
H -1.1046 -1.5776 -1.3873
H -1.4758 2.0254 0.9363
H -0.2655 2.9263 -0.0900
H 0.3000 1.9898 1.3913
*
```

Calculated values
Highest occupied orbital energy (spin up / spin down) in eV: -9.589 / -9.590
Energy above the lowest of the compared OMol25 structures with the same formula, charge and spin in eV: 5.139
HOMO-LUMO gap (spin up / spin down) in Eh: 0.2622 / 0.2624


4.
This record from OMol25 describes a cluster of 15 separate species, C68H179N13O20 in total. The level of theory is wB97M-V/def2-TZVPD.

Geometry as ORCA input:
```
! RIJCOSX wB97M-V def2-TZVPD def2/J DEFGRID3
* xyz 0 1
C 8.0713 -5.7948 18.5133
C 8.4990 -7.3055 18.6044
C 9.2403 -7.7180 19.9106
O 7.3387 -8.0852 18.4807
H 8.9221 -5.1171 18.5832
H 7.3596 -5.5088 19.2877
H 7.6683 -5.5892 17.5216
H 9.1277 -7.4337 17.7233
H 8.6377 -7.4996 20.7923
H 10.0511 -6.9959 20.0072
H 9.5216 -8.7702 19.8680
H 7.6286 -8.9839 18.6538
C 17.3719 -3.8515 20.2275
C 16.0357 -4.4495 20.4943
C 15.0971 -4.3155 19.3310
O 16.2919 -5.8115 20.7270
H 17.4501 -2.7658 20.1706
H 17.6817 -4.3684 19.3192
H 18.1657 -4.1667 20.9048
H 15.5308 -4.0705 21.3828
H 15.5185 -4.9199 18.5277
H 14.8690 -3.2945 19.0251
H 14.1333 -4.8175 19.4164
H 15.4984 -6.2977 20.4912
C 15.2123 -11.2691 23.2336
O 16.5407 -11.1281 23.6730
C 17.4313 -12.1966 23.4090
C 18.8403 -11.9085 23.9109
N 19.7368 -13.0853 23.7924
C 19.5861 -13.9630 24.9466
C 20.4499 -15.1696 24.7774
O 21.8214 -14.7850 25.0414
C 22.7032 -15.8331 24.9256
H 15.0262 -11.1383 22.1676
H 14.7551 -10.3586 23.6209
H 14.6955 -12.1495 23.6157
H 17.5490 -12.3161 22.3320
H 16.9741 -13.0917 23.8308
H 18.8286 -11.6050 24.9577
H 19.2706 -11.0817 23.3458
H 20.7186 -12.9198 23.6222
H 18.5470 -14.2907 24.9777
H 19.8485 -13.4536 25.8739
H 20.3791 -15.6396 23.7965
H 20.2886 -15.9699 25.4996
H 22.4288 -16.7324 25.4770
H 23.6481 -15.4163 25.2742
H 22.8509 -16.0433 23.8663
C 11.1779 -2.8444 19.5074
O 10.7798 -3.0566 18.1439
C 11.9265 -3.3934 17.3034
C 11.4980 -3.7081 15.8092
N 10.9668 -2.4821 15.3131
C 10.2431 -2.5184 14.0216
C 9.1554 -1.4362 13.9599
O 8.1226 -1.5400 14.9496
C 7.3337 -2.7091 14.8382
H 11.3589 -3.7723 20.0499
H 10.3929 -2.2853 20.0167
H 12.0534 -2.1973 19.5622
H 12.4110 -4.2212 17.8211
H 12.6691 -2.5980 17.3650
H 10.6990 -4.4238 16.0028
H 12.3237 -4.1428 15.2459
H 10.3620 -2.1874 16.0665
H 9.6877 -3.4513 13.9254
H 10.9878 -2.3726 13.2391
H 8.7174 -1.3809 12.9633
H 9.6781 -0.4828 14.0370
H 7.9037 -3.6275 14.9791
H 6.8854 -2.8878 13.8608
H 6.5708 -2.7249 15.6165
C 14.6460 -3.0407 12.8316
O 15.6806 -3.9096 12.2689
C 16.5938 -3.2300 11.3483
C 17.9419 -3.9810 11.2963
N 18.4488 -4.1724 12.6409
C 19.2691 -5.3909 12.7500
C 19.7117 -5.4938 14.1640
O 18.6524 -5.8723 15.0220
C 19.0756 -6.1060 16.3316
H 14.0469 -3.5121 13.6108
H 13.9379 -2.6882 12.0817
H 15.1127 -2.2469 13.4148
H 16.8686 -2.2348 11.6979
H 16.0274 -2.9959 10.4470
H 18.7007 -3.3840 10.7903
H 17.7239 -4.9726 10.8997
H 17.6159 -4.3423 13.1864
H 20.1645 -5.4460 12.1309
H 18.6806 -6.3007 12.6311
H 20.1771 -4.5327 14.3828
H 20.3805 -6.3544 14.1485
H 18.3493 -6.2395 17.1333
H 19.4794 -5.1758 16.7314
H 19.8390 -6.8836 16.3576
C 7.2565 -9.6443 14.1776
O 6.6474 -10.7529 13.6209
C 5.3349 -10.5912 13.0506
C 4.5664 -11.9087 13.0526
N 3.1847 -11.5938 12.7740
C 2.3165 -12.7523 12.5875
C 2.6014 -13.7067 11.4132
O 1.6083 -14.6443 11.1068
C 1.5557 -15.7230 12.0989
H 8.1867 -9.9971 14.6229
H 6.6112 -9.2810 14.9774
H 7.4383 -8.8512 13.4523
H 5.4044 -10.0949 12.0826
H 4.7391 -9.9453 13.6956
H 4.6632 -12.4444 13.9969
H 4.8967 -12.6247 12.3000
H 2.7206 -11.0288 13.4707
H 1.3118 -12.3424 12.4845
H 2.3347 -13.3004 13.5295
H 3.5425 -14.2474 11.5135
H 2.6661 -13.0817 10.5226
H 1.3493 -15.4133 13.1234
H 2.4730 -16.3113 12.1262
H 0.7459 -16.3707 11.7633
C 6.1196 -6.5479 15.5160
O 5.4163 -7.1407 14.4651
C 4.7924 -6.2156 13.6048
C 3.8553 -7.0689 12.6852
N 2.7811 -7.7168 13.4385
C 1.7658 -8.3707 12.5831
C 0.7373 -9.1438 13.4331
O 1.3583 -10.0989 14.2389
C 0.4320 -10.6597 15.1914
H 6.3378 -7.4203 16.1320
H 5.5307 -5.8266 16.0827
H 6.9865 -5.9862 15.1679
H 5.4979 -5.5635 13.0899
H 4.2026 -5.4801 14.1519
H 4.3823 -7.7206 11.9882
H 3.3131 -6.4665 11.9564
H 3.0337 -8.3466 14.1866
H 2.2759 -9.0602 11.9104
H 1.2089 -7.6684 11.9629
H 0.1209 -9.6451 12.6868
H 0.1267 -8.4203 13.9732
H -0.0079 -9.8023 15.7007
H 0.9342 -11.2928 15.9229
H -0.2676 -11.3044 14.6593
C 12.8087 -6.4177 21.3994
C 13.5390 -7.7409 21.2920
C 12.5943 -8.9683 21.2557
O 11.8188 -8.9438 22.4363
C 10.8951 -10.0722 22.3601
N 14.3906 -7.7409 20.0991
H 13.5751 -5.6509 21.5128
H 12.2006 -6.3878 22.3035
H 12.1668 -6.2101 20.5433
H 14.1884 -7.8019 22.1653
H 13.2807 -9.8121 21.1856
H 11.8626 -8.9324 20.4486
H 10.2353 -10.0287 21.4935
H 10.3073 -10.2114 23.2674
H 11.4418 -11.0140 22.3130
H 14.8327 -8.6483 20.0631
H 13.8122 -7.9724 19.3041
C 11.2321 -5.9876 12.5825
C 12.2909 -6.9368 12.0606
C 13.5248 -6.3219 11.3691
O 13.2654 -5.9679 10.0154
C 14.0475 -4.8874 9.4331
N 12.7821 -7.7151 13.1572
H 10.3102 -6.5410 12.7609
H 10.9738 -5.1999 11.8748
H 11.4587 -5.5405 13.5504
H 11.8600 -7.6946 11.4062
H 14.2618 -7.1244 11.3407
H 13.9460 -5.5120 11.9648
H 13.8708 -4.6261 8.3898
H 15.0823 -5.2260 9.4843
H 13.9184 -4.0546 10.1243
H 13.2263 -7.0519 13.7760
H 13.4216 -8.4165 12.8120
C 15.8395 -12.6410 17.9099
C 14.8141 -11.6317 18.5074
C 13.7003 -12.2599 19.3049
O 14.1385 -12.9021 20.4966
C 13.1575 -13.5000 21.3057
N 15.5918 -10.7649 19.3092
H 16.5920 -12.9569 18.6324
H 16.3304 -12.2881 17.0029
H 15.2747 -13.5243 17.6115
H 14.3804 -11.1682 17.6213
H 13.0405 -12.8625 18.6808
H 12.9729 -11.4800 19.5303
H 12.6250 -14.2365 20.7039
H 12.5005 -12.7515 21.7487
H 13.5697 -13.9841 22.1911
H 15.9352 -11.2399 20.1317
H 16.4129 -10.4744 18.7977
C 17.7963 -9.1100 21.2770
C 18.9431 -8.4546 20.4765
C 18.8206 -8.5730 18.9590
O 19.0556 -9.9290 18.6354
C 18.8561 -10.2229 17.2754
N 18.9014 -7.0962 20.7535
H 16.8165 -8.7887 20.9238
H 17.8000 -8.9594 22.3565
H 17.8033 -10.1846 21.0948
H 19.9067 -8.8062 20.8452
H 19.3870 -7.8578 18.3625
H 17.7802 -8.4030 18.6822
H 19.3803 -11.1618 17.0973
H 19.2524 -9.4661 16.5984
H 17.7967 -10.3994 17.0890
H 18.9627 -6.9726 21.7541
H 17.9494 -6.8183 20.5622
C 9.4742 -12.6228 19.0880
C 9.1669 -11.2212 18.5772
C 9.1697 -11.0291 17.0399
O 10.4294 -11.4501 16.4874
C 10.6243 -11.1496 15.1269
N 7.9663 -10.7418 19.2189
H 9.4047 -12.6367 20.1757
H 10.5145 -12.8892 18.9013
H 8.7854 -13.3444 18.6487
H 10.0315 -10.6381 18.8943
H 8.9108 -10.0072 16.7630
H 8.4197 -11.6982 16.6180
H 11.5334 -11.5858 14.7128
H 10.7741 -10.0825 14.9627
H 9.8150 -11.6723 14.6172
H 7.9012 -11.1177 20.1541
H 7.1432 -11.1775 18.8282
C 18.9234 -2.0900 17.1416
C 17.5120 -2.1864 16.5566
C 16.9169 -0.8401 16.2657
O 16.6847 -0.0722 17.4475
C 15.6125 -0.6235 18.1868
N 17.5347 -2.9294 15.3136
H 19.3663 -3.0288 17.4741
H 18.9385 -1.4269 18.0066
H 19.6165 -1.6840 16.4048
H 16.8320 -2.6572 17.2666
H 16.0284 -0.9333 15.6412
H 17.5553 -0.3292 15.5450
H 14.7568 -0.9871 17.6179
H 15.2552 0.1239 18.8952
H 15.8506 -1.4848 18.8110
H 17.9074 -2.2936 14.6230
H 18.0964 -3.7516 15.1442
C 11.6281 -7.6953 16.5707
C 12.9750 -8.3357 16.7755
C 14.1036 -7.2291 16.7188
O 14.0925 -6.6961 15.3331
C 15.2598 -5.8565 15.1334
N 12.9820 -9.0181 18.0775
H 10.7762 -8.3397 16.7879
H 11.5042 -7.3447 15.5461
H 11.5049 -6.8667 17.2682
H 13.1556 -9.0168 15.9439
H 15.0834 -7.6787 16.8801
H 14.0926 -6.4090 17.4368
H 15.3503 -5.6122 14.0750
H 16.2073 -6.2164 15.5347
H 15.0696 -4.9084 15.6365
H 12.2007 -9.6581 18.0843
H 13.8504 -9.5320 18.1220
C 16.1148 -9.4516 14.6270
C 15.9985 -10.7758 13.8523
C 14.6082 -11.1401 13.2533
O 14.2414 -10.1526 12.2606
C 13.0541 -10.4756 11.5998
N 17.0715 -10.7786 12.8959
H 17.0905 -9.2250 15.0569
H 15.3726 -9.2777 15.4061
H 15.9233 -8.6654 13.8968
H 16.2416 -11.6395 14.4712
H 13.8583 -11.3085 14.0263
H 14.7604 -12.0745 12.7131
H 13.1030 -11.2455 10.8298
H 12.7094 -9.6680 10.9539
H 12.2890 -10.7275 12.3341
H 16.6841 -10.3020 12.0940
H 17.1207 -11.7397 12.5895
*
```

Calculated values
Highest occupied orbital energy in eV: -8.339
HOMO-LUMO gap in Eh: 0.3225


no.,total energy (Eh),largest force on an atom (eV/Å)
1,-384.3000,3.26
2,-5222.2725,1.83
3,-726.1517,4.41
4,-4914.3266,3.10